Entry from the OMol25 dataset: C25H36Cl4F2NO25S2Y as an isolated structure at a distorted geometry (the ωB97M-V functional and the def2-TZVPD basis).

Results
Lowest unoccupied orbital energy (eV): -8.21
E_tot (eV): -157409.7728
Multiplicity: 1
Relative energy (zero: lowest compared OMol25 entry of this formula, charge and spin) (kJ/mol): 0.0
Total charge: +2
Frontier orbital gap (eV): 5.13

Each line ends with the Löwdin charge.
Element x y z (Å)
H1 -2.54 -1.27 -6.01  0.069
H2 -1.66 5.06 -3.91  0.141
C1 1.03 6.43 2.35  -0.044
H3 -6.24 -2.67 0.20  0.123
C2 4.50 0.67 1.43  -0.611
H4 -4.91 -3.10 4.35  0.146
H5 2.65 -2.53 1.55  0.101
H6 2.27 -1.29 -3.02  0.107
Cl1 -0.37 -0.58 6.90  0.555
H7 -1.54 2.14 -4.83  0.140
H8 -1.51 -2.44 -4.02  0.071
H9 -0.16 3.33 -4.46  0.144
O1 -1.02 2.25 -2.91  0.097
F1 0.77 1.54 2.49  -0.217
H10 3.75 -0.54 -2.60  0.130
C3 1.52 -3.95 -1.04  -0.557
H11 -4.81 -3.74 0.12  0.120
C4 0.46 -0.74 5.30  -0.652
O2 1.43 4.31 1.56  0.120
O3 4.90 1.88 1.01  0.081
C5 2.14 5.52 1.80  -0.068
H12 -3.99 -4.13 3.18  0.144
O4 -0.68 3.67 1.36  -0.006
H13 -3.84 -2.14 -1.38  0.101
C6 -1.59 -1.80 -6.05  -0.678
C7 2.99 0.22 -5.53  -0.619
H14 0.52 -1.79 5.05  0.081
O5 -6.33 -4.03 -1.30  0.077
O6 2.45 1.23 -4.80  0.051
C8 2.48 -3.42 0.98  -0.084
O7 4.49 -0.29 0.75  0.184
O8 4.09 0.71 2.71  0.046
O9 -0.15 -0.71 -1.19  -0.166
H15 -3.00 4.06 -4.52  0.145
O10 3.39 -0.76 -4.70  0.077
C9 -1.15 2.93 -4.23  0.024
O11 2.81 -4.34 -1.12  0.070
C10 -5.55 -3.20 -0.46  -0.110
O12 -4.00 -2.08 2.73  0.110
O13 -1.81 2.43 -0.83  -0.048
C11 -6.28 -3.59 -2.58  -0.568
C12 -4.05 -3.17 3.69  -0.025
H16 2.29 -0.22 4.38  0.049
H17 -2.86 -3.02 5.53  0.144
O14 1.71 0.78 0.47  -0.163
H18 1.15 7.45 1.99  0.149
H19 2.85 5.43 2.62  0.139
N1 -0.79 0.53 1.04  -0.415
O15 -2.43 3.85 -2.47  0.107
C13 1.81 -0.09 5.36  -0.646
H20 4.76 2.08 4.14  0.134
C14 -4.93 -2.16 -1.43  -0.140
H21 1.13 0.68 -3.26  0.088
C15 2.19 0.78 -3.48  -0.133
Cl2 1.79 1.66 5.72  0.590
H22 4.24 -3.06 -0.31  0.126
O16 -5.47 -2.49 -2.70  0.054
C16 -3.15 -1.17 3.14  -0.564
O17 1.30 -3.26 0.13  -0.010
C17 4.17 2.03 3.23  -0.126
O18 -2.44 -1.56 4.17  0.097
O19 -6.80 -4.06 -3.50  0.228
C18 4.84 2.82 2.08  -0.085
O20 0.71 -4.14 -1.90  0.139
H23 -0.52 -0.99 -4.34  0.046
H24 -5.32 -1.17 -1.14  0.118
Y1 -2.40 1.96 1.45  2.016
H25 -1.84 -2.77 -6.46  0.065
H26 2.64 5.92 0.93  0.149
S1 0.76 0.32 1.39  0.478
O21 1.04 -0.72 2.30  -0.195
H27 0.99 6.43 3.44  0.146
F2 -2.39 -0.45 -0.42  -0.226
H28 4.22 3.66 1.78  0.100
C19 -0.86 -1.94 -4.74  -0.658
H29 4.09 -4.70 0.42  0.135
C20 -2.13 4.08 -3.88  -0.031
Cl3 0.49 -3.04 -5.02  0.630
C21 0.15 4.55 1.56  -0.568
C22 -2.73 -2.94 4.45  -0.048
O22 -1.08 -2.10 0.61  -0.173
O23 -0.15 5.76 1.91  0.135
C23 2.98 -0.54 -3.37  -0.113
H30 2.51 -0.57 6.04  0.086
C24 -1.71 2.86 -1.99  -0.529
O24 3.05 0.17 -6.66  0.234
C25 3.56 -3.84 0.00  -0.086
H31 5.85 3.18 2.30  0.137
Cl4 -0.60 -1.02 -7.31  0.552
H32 -0.21 -0.22 4.62  0.026
S2 -0.85 -0.84 0.02  0.556
H33 -1.93 -3.64 4.22  0.146
H34 2.56 1.53 -2.77  0.124
O25 -3.06 -0.08 2.61  -0.019
H35 2.19 -4.23 1.66  0.134
H36 3.18 2.43 3.42  0.071



Entry from the OMol25 dataset: C25H36GdNO2 as an isolated structure at a distorted geometry (the ωB97M-V functional and the def2-TZVPD basis).

Results
Lowest unoccupied orbital energy (alpha / beta) (eV): -1.52 / 0.25
E_tot (eV): -52925.5219
Expectation value of S²: 15.870
Multiplicity: 8
Relative energy (zero: lowest compared OMol25 entry of this formula, charge and spin) (kJ/mol): 129.3
Frontier orbital gap (alpha / beta) (eV): 4.99 / 6.76

Each line ends with the Mulliken spin population.
Element x y z (Å)
H1 3.10 3.34 2.21  0.000
C1 -0.16 0.15 3.42  0.000
H2 2.68 1.34 -0.89  -0.003
H3 2.48 -1.69 -2.18  0.001
H4 -0.23 -0.85 2.96  -0.001
H5 1.40 1.93 -6.92  0.000
C2 -2.19 1.24 -0.61  -0.015
O1 1.74 2.08 -4.56  -0.001
H6 -2.78 0.02 -2.40  0.005
H7 -1.17 0.57 3.49  0.001
H8 -0.56 0.62 -8.79  0.000
H9 1.25 0.58 -8.93  0.000
H10 -0.57 -3.22 0.61  0.002
C3 2.32 2.57 2.18  -0.002
H11 0.20 -3.19 -2.02  0.006
C4 1.74 -1.39 -7.49  0.000
C5 2.33 2.26 -0.38  0.015
C6 0.39 0.54 -8.26  0.000
H12 2.60 -0.73 -7.30  0.000
H13 1.66 3.74 -3.23  0.000
C7 -0.75 -1.57 -7.46  0.000
H14 0.97 0.18 -4.29  0.005
H15 -1.08 1.60 -2.85  -0.004
H16 0.24 0.03 4.43  0.000
H17 3.10 -0.84 0.31  0.000
H18 1.71 2.15 4.31  -0.001
C8 -1.99 0.87 0.75  0.011
C9 -2.18 -0.55 0.86  -0.035
C10 -2.50 -1.05 -0.44  -0.046
C11 -2.51 0.06 -1.35  -0.011
H19 -0.77 3.48 -5.05  0.000
H20 -1.14 1.26 -4.57  0.000
H21 1.56 2.75 -0.99  -0.003
H22 -2.17 2.27 -0.98  0.000
C12 0.68 -2.64 -1.19  -0.010
H23 1.80 -1.70 -8.53  0.000
Gd1 -0.08 -0.30 -0.55  7.298
N1 0.87 1.06 1.29  -0.112
H24 -1.69 -1.05 -7.27  0.000
H25 -0.74 3.85 -3.32  0.000
C13 1.86 1.98 0.99  -0.010
H26 -0.42 1.94 -6.77  0.000
O2 0.43 0.16 -6.08  0.001
C14 0.74 1.04 2.67  0.001
H27 3.19 2.95 -0.31  0.000
C15 -0.53 1.73 -3.79  -0.002
H28 1.78 -2.27 -6.84  0.000
C16 1.87 -1.84 -1.29  -0.037
C17 0.29 -2.68 0.18  -0.055
H29 -0.75 -1.88 -8.51  0.000
C18 0.88 1.15 -3.80  -0.006
C19 0.44 -0.66 -7.28  0.000
C20 1.22 3.39 -4.20  0.001
H30 1.27 1.04 -2.76  0.002
H31 -2.74 -2.09 -0.68  0.002
C21 -0.31 3.22 -4.09  0.000
C22 1.23 -1.92 0.94  0.011
C23 2.21 -1.39 0.03  -0.011
H32 1.29 -1.86 2.02  -0.001
C24 0.47 1.35 -6.99  0.000
C25 1.62 1.98 3.24  -0.002
H33 -1.85 1.56 1.58  -0.002
H34 -0.63 -2.45 -6.83  0.000
H35 -2.17 -1.12 1.79  0.004
H36 1.47 4.09 -5.01  0.000



Entry from the OMol25 dataset: C25H36N4O4SV as an isolated structure (the ωB97M-V functional and the def2-TZVPD basis).

Results
Lowest unoccupied orbital energy (alpha / beta) (eV): -3.10 / -2.39
E_tot (eV): -77182.6987
Expectation value of S²: 2.016
Multiplicity: 3
Relative energy (zero: lowest compared OMol25 entry of this formula, charge and spin) (kJ/mol): 54.9
Total charge: +1
Frontier orbital gap (alpha / beta) (eV): 7.32 / 8.30

Each line ends with the Mulliken spin population.
Element x y z (Å)
C1 0.82 -2.31 -2.29  -0.045
C2 1.56 -1.21 3.52  0.008
C3 -0.50 2.09 0.74  -0.027
H1 2.88 -2.74 -1.79  0.000
C4 -0.51 -2.55 -1.94  0.058
N1 -2.72 2.45 2.78  0.000
C5 -0.64 3.81 2.65  -0.001
H2 -0.54 1.46 1.63  0.015
C6 2.66 -1.11 4.35  -0.001
H3 0.05 3.11 3.14  0.000
H4 -1.43 4.04 0.64  0.000
C7 0.47 0.78 -4.52  -0.001
H5 -2.53 -0.72 2.65  0.001
O1 -2.79 1.92 0.10  0.004
C8 -2.31 0.14 -3.94  -0.006
C9 -2.04 3.66 3.23  0.000
H6 -3.07 2.48 1.82  0.000
C10 -1.64 1.56 -0.14  0.016
H7 1.46 1.17 -4.30  -0.003
H8 1.04 2.38 -0.61  0.007
H9 2.67 -0.40 -4.46  -0.002
S1 0.13 -1.25 1.25  -0.015
C11 2.94 -0.72 1.60  0.022
O2 2.31 -0.32 -0.74  0.037
H10 5.00 -0.42 2.02  0.000
C12 -1.20 -0.69 -3.34  -0.013
H11 4.77 -0.73 4.47  0.000
N2 -2.98 0.18 2.55  0.001
H12 2.91 -2.09 -4.05  0.000
C13 1.15 -1.26 -3.18  0.033
H13 -2.56 0.97 -3.28  0.000
H14 -3.41 -0.87 -1.87  0.000
H15 -3.00 -2.35 -1.01  -0.001
H16 -2.03 0.54 -4.91  0.000
H17 0.31 4.08 0.75  0.000
C14 -0.84 -3.77 -1.11  -0.002
C15 1.67 -1.01 2.13  -0.009
H18 -0.29 4.81 2.89  0.000
H19 -3.21 -0.45 -4.08  0.000
H20 -0.28 -4.63 -1.48  0.000
H21 1.71 -3.55 -0.76  -0.001
H22 -3.55 -2.43 -2.68  0.000
O3 -1.31 0.73 -1.04  0.007
H23 -1.90 -4.02 -1.17  0.000
C16 0.14 -0.41 -3.65  0.019
C17 -0.57 3.57 1.13  -0.003
H24 1.96 -4.12 -2.40  0.001
C18 -2.95 -1.85 -1.97  0.001
H25 -1.33 1.77 4.83  0.000
C19 2.58 -1.13 -3.66  -0.003
C20 3.91 -0.81 3.82  0.003
H26 -1.57 0.08 4.64  0.000
V1 0.44 -0.26 -0.85  1.921
H27 -0.58 -3.63 -0.06  0.001
H28 2.54 -1.28 5.41  0.000
H29 3.25 -0.86 -2.84  0.002
H30 -3.40 0.37 1.65  0.000
H31 0.60 -1.48 3.92  0.001
C21 -2.46 1.22 3.21  -0.001
H32 -2.03 3.70 4.32  0.000
C22 1.91 -3.22 -1.78  0.007
H33 -0.24 1.59 -4.35  0.003
H34 1.52 1.62 0.76  0.001
N3 0.76 1.69 0.08  -0.007
C23 -1.52 -1.71 -2.44  -0.025
H35 0.44 0.53 -5.58  0.002
H36 -2.67 4.49 2.90  0.000
C24 4.03 -0.63 2.46  0.000
N4 -1.70 1.01 4.29  0.000
C25 3.29 -0.52 0.13  -0.001
O4 4.44 -0.51 -0.22  -0.004